[1]
This record from OMol25 describes C49H53FN8NbO2 as an isolated structure. The level of theory is ωB97M-V/def2-TZVPD.

Geometry as XYZ:
```
114
Properties=species:S:1:pos:R:3:lowdin_charge:R:1
C -0.33271 -1.75123 2.56924 -0.2096
C 0.86676 -2.58297 3.19947 -0.5527
F 0.29207 -3.77785 3.75842 -0.2148
Nb 2.30629 -3.17531 1.52666 1.3197
O 3.59024 -3.64216 -0.10821 -0.3932
C 4.91063 -3.45881 0.32123 -0.5874
O 5.51996 -4.42768 0.73904 -0.0031
C 5.63789 -2.05693 0.34604 -0.1395
C 4.91733 -0.93244 -0.27686 -0.0524
C 5.56421 0.37152 -0.21527 -0.0781
C 6.87826 0.59626 0.40610 -0.0812
C 7.53393 -0.56388 0.99093 -0.0878
C 6.96024 -1.91430 0.97058 -0.0372
H 0.06445 -1.10898 1.74365 0.0148
H -0.77626 -1.04473 3.32888 0.0468
H -1.12703 -2.43478 2.16596 0.0573
H 1.35552 -1.96245 3.99668 0.0616
H 3.50908 -3.90218 2.68672 -0.1291
H 3.11298 -1.51340 1.64081 -0.1067
H 1.07854 -2.52206 0.31533 -0.1373
H 1.46617 -4.81615 1.46495 -0.1423
H 3.93041 -1.09687 -0.76014 0.1002
H 4.98341 1.23384 -0.69837 0.0669
H 7.31754 1.61448 0.44556 0.0875
H 8.52718 -0.46294 1.49087 0.0903
H 7.54066 -2.74457 1.42177 0.1128
N -2.93521 -0.21308 1.73445 0.0724
C -3.83621 -0.84423 0.97600 -0.1493
C -4.84005 -0.19837 0.26977 -0.0818
C -4.91820 1.18295 0.35713 -0.1013
C -3.99671 1.86063 1.13842 -0.0689
C -3.02887 1.12038 1.80222 -0.1395
H -3.73600 -1.92478 0.94163 0.1002
H -5.54185 -0.76266 -0.33207 0.0927
H -5.68706 1.72444 -0.17708 0.0621
H -4.02676 2.93895 1.23100 0.0978
H -2.28256 1.60574 2.42360 0.0750
N -7.76864 2.76630 0.59780 0.0620
C -8.37466 1.81144 -0.11585 -0.1462
C -9.75060 1.67646 -0.21397 -0.0704
C -10.54773 2.57978 0.46960 -0.0862
C -9.94384 3.57722 1.21801 -0.0780
C -8.55910 3.62686 1.24720 -0.1464
H -7.70974 1.12544 -0.63053 0.0942
H -10.18571 0.88447 -0.80938 0.1018
H -11.62798 2.50747 0.41973 0.1034
H -10.53340 4.30060 1.76609 0.0990
H -8.04069 4.39161 1.81621 0.1038
N -1.62637 2.74895 4.38157 0.0558
C -2.29311 2.41904 5.49291 -0.1443
C -2.63481 3.32404 6.48509 -0.0808
C -2.26181 4.64882 6.32040 -0.0908
C -1.56868 5.01566 5.17822 -0.0836
C -1.27877 4.03325 4.24419 -0.1460
H -2.56013 1.37066 5.57766 0.1083
H -3.17807 3.00005 7.36337 0.0975
H -2.50918 5.38754 7.07442 0.0997
H -1.26050 6.03965 5.01440 0.0857
H -0.74203 4.27215 3.33332 0.0890
N -1.16484 6.78846 2.31064 0.0630
C -2.08598 7.75738 2.30056 -0.1480
C -2.27863 8.62859 1.24016 -0.0759
C -1.46795 8.49239 0.12486 -0.0821
C -0.50461 7.49699 0.11159 -0.0685
C -0.39596 6.67556 1.22252 -0.1396
H -2.69419 7.82662 3.19678 0.1026
H -3.04286 9.39342 1.28680 0.0997
H -1.58592 9.15462 -0.72490 0.1045
H 0.14726 7.36019 -0.74124 0.0904
H 0.34092 5.87956 1.25740 0.1001
N 9.54673 -3.92711 -1.44174 0.0591
C 8.27191 -4.18752 -1.12465 -0.1395
C 7.66978 -5.40281 -1.30011 -0.0621
C 8.40221 -6.44152 -1.84553 -0.0793
C 9.72670 -6.20931 -2.19057 -0.0920
C 10.24847 -4.94078 -1.96670 -0.1734
H 7.70890 -3.36538 -0.70512 0.0701
H 6.63391 -5.53226 -1.01692 0.0951
H 7.95239 -7.41576 -1.99882 0.1019
H 10.34013 -6.99123 -2.62047 0.0909
H 11.27980 -4.71013 -2.21540 0.0922
N -0.18484 -5.02542 -1.64220 0.0739
C -1.46594 -5.25711 -1.34384 -0.1785
C -2.09687 -6.47643 -1.54094 -0.0862
C -1.35811 -7.51619 -2.08210 -0.0940
C -0.02734 -7.29978 -2.40073 -0.0784
C 0.50806 -6.04308 -2.16032 -0.1434
H -2.00280 -4.41153 -0.92554 0.1061
H -3.13888 -6.60726 -1.27771 0.0984
H -1.81435 -8.48476 -2.25297 0.0987
H 0.58218 -8.08724 -2.82499 0.0962
H 1.54631 -5.82571 -2.38894 0.1067
N 3.69689 3.39179 -1.28736 0.0678
C 2.75024 4.33525 -1.30830 -0.1471
C 2.53522 5.19411 -2.37428 -0.0803
C 3.35062 5.07524 -3.48637 -0.0894
C 4.34146 4.10833 -3.49261 -0.0734
C 4.47363 3.29405 -2.37795 -0.1442
H 2.13841 4.39379 -0.41399 0.0971
H 1.74949 5.93747 -2.33353 0.0864
H 3.21538 5.72938 -4.34003 0.1023
H 4.99815 3.98656 -4.34413 0.1006
H 5.23289 2.52008 -2.33880 0.0915
N -4.68344 -3.84835 -5.53055 0.0422
C -4.53042 -2.54423 -5.78359 -0.1713
C -3.48107 -1.78130 -5.29598 -0.0819
C -2.53491 -2.40269 -4.49562 -0.0684
C -2.67215 -3.75273 -4.21728 -0.0614
C -3.75673 -4.42595 -4.75722 -0.1524
H -5.29712 -2.10164 -6.41147 0.0952
H -3.40672 -0.72845 -5.53599 0.0970
H -1.69977 -1.84131 -4.09319 0.1120
H -1.95387 -4.27112 -3.59616 0.0771
H -3.90448 -5.48461 -4.57001 0.0998
```

Values from the calculation:
Multiplicity ... 1
Molecular weight ... 897.9 g mol⁻¹
E_HOMO ... -4.8 eV
Total charge ... -1
E_tot ... -2644.063649 hartree



[2]
This record from OMol25 describes one molecule with the formula C3H2F4. The level of theory is ωB97M-V/def2-TZVPD.

Geometry as XYZ:
```
9
Properties=species:S:1:pos:R:3:nbo_charge:R:1
F -2.39243 -0.62163 0.24402 -0.3052
C -1.04416 -0.72022 0.21345 0.2116
C -0.36717 0.28424 0.02760 0.1956
F -0.94759 1.56620 -0.35132 -0.3276
C 1.06663 0.15829 -0.31989 0.5065
F 1.51736 -1.15910 -0.49810 -0.3257
F 1.98110 0.48785 0.77380 -0.3692
H -0.56107 -1.79039 0.02074 0.2272
H 1.20331 0.99671 -1.06352 0.1868
```

Values from the calculation:
Multiplicity ... 1
Energy relative to the best compared isomer or geometry (same formula, charge and spin) ... 226.1 kJ/mol
Molecular weight ... 114.0 g mol⁻¹
E_HOMO ... -11.4 eV
E_tot ... -514.880846 hartree



[3]
This record from OMol25 describes C30H21Br2CsIN4O7 as an isolated structure. The level of theory is ωB97M-V/def2-TZVPD.

Geometry as XYZ:
```
66
Properties=species:S:1:pos:R:3:lowdin_charge:R:1
Cs -0.27866 -1.02922 -0.95331 1.5908
C 1.03114 4.42748 2.98489 -0.0219
C 1.12534 3.07388 3.60789 -0.2633
N 1.20464 2.99428 4.92149 0.1036
C 1.25384 1.80018 5.49199 -0.1111
C 1.19214 0.61028 4.78639 -0.1461
C 1.29624 -0.72952 5.47219 -0.2142
O 2.51734 -1.39172 5.21189 -0.0478
C 1.10194 0.67658 3.38629 -0.0873
C 0.96624 -0.58862 2.63269 -0.1019
N 1.74984 -1.18742 1.83759 0.0475
C 3.00374 -0.78762 1.41489 -0.3275
C 3.78694 0.23658 1.95779 -0.0010
C 5.03594 0.52538 1.44489 -0.0759
C 5.54614 -0.20532 0.38489 -0.0887
C 4.80914 -1.25082 -0.14461 -0.1526
C 3.56074 -1.54212 0.37219 -0.6015
I 2.50824 -3.21152 -0.36751 0.9475
C 1.09044 1.93858 2.77109 -0.2395
O 1.08614 2.12778 1.44819 0.0502
H 1.10724 5.18728 3.75589 0.0721
H 1.81154 4.55578 2.23859 0.0803
H 0.07644 4.50908 2.46819 0.0875
H 1.32554 1.80688 6.57159 0.1057
H 1.26804 -0.60552 6.55759 0.1191
H 0.45374 -1.36942 5.16849 0.1205
H 2.58694 -1.55852 4.26389 0.0678
H 0.03654 -1.12412 2.82369 0.1369
H 3.41864 0.79778 2.80189 0.1111
H 5.61504 1.32608 1.87999 0.1028
H 6.52314 0.02028 -0.01411 0.0999
H 5.21154 -1.85032 -0.94721 0.0905
O -4.18756 -4.27122 -0.18231 0.1046
C -3.20676 -3.35422 -0.07951 -0.4708
O -2.04796 -3.66662 -0.03041 0.0942
C -3.71296 -1.96282 -0.01741 -0.1961
C -5.05786 -1.63672 -0.14001 0.0091
C -5.40486 -0.29562 -0.07981 -0.0412
C -4.41096 0.65228 0.06969 0.0249
C -3.09046 0.21908 0.18849 -0.1942
N -2.76336 -1.05522 0.15689 0.0256
C -1.93096 1.19888 0.35369 -0.6801
O -0.85016 0.64458 0.68879 -0.3824
O -2.15426 2.38458 0.15129 0.0351
H -3.79256 -5.15652 -0.21831 0.1319
H -5.79536 -2.40882 -0.28721 0.1126
H -6.44266 -0.00692 -0.16061 0.1063
H -4.62256 1.70838 0.12119 0.1186
H 0.35864 1.56618 1.02339 0.0615
Br 1.54384 -3.74482 -5.07861 0.7189
C 0.49434 -2.17402 -5.30811 -0.6056
C 0.13224 -1.78862 -6.58071 -0.1978
C -0.62346 -0.65202 -6.75311 -0.6348
Br -1.09486 -0.14072 -8.54071 0.6886
C -1.04736 0.12048 -5.66291 -0.2041
C -1.82516 1.29118 -5.76591 -0.0495
C -2.18296 1.97178 -4.63451 -0.0549
C -1.76906 1.47318 -3.39131 -0.1352
N -1.04946 0.38668 -3.26121 -0.0043
C -0.67176 -0.29462 -4.34991 -0.1605
C 0.15124 -1.47782 -4.12971 -0.4940
O 0.52294 -1.83832 -2.98891 -0.5322
H 0.44674 -2.37952 -7.42861 0.0881
H -2.12936 1.64128 -6.74371 0.0673
H -2.77206 2.87528 -4.69341 0.0987
H -2.03506 1.98888 -2.47701 0.0981
```

Values from the calculation:
Multiplicity ... 1
Molecular weight ... 969.1 g mol⁻¹
E_HOMO ... -4.4 eV
Total charge ... -1
E_tot ... -7367.508597 hartree



[4]
This record from OMol25 describes a 2-piece molecular cluster, C4H11NO overall. The level of theory is ωB97M-V/def2-TZVPD.

Geometry as XYZ:
```
17
Properties=species:S:1:pos:R:3:nbo_charge:R:1
C 0.83434 -2.08743 0.24319 -0.4933
C 0.80653 -2.14070 -1.09414 0.1264
O 1.88835 -1.86542 -1.90211 -0.6995
H -0.16616 -2.37207 0.56973 0.2047
H 1.64630 -2.24692 0.93494 0.2138
H -0.16808 -1.97665 -1.55526 0.1686
H 1.86053 -2.48872 -2.65054 0.4790
C -0.16207 1.28740 1.45827 -0.6318
C -1.31654 1.66563 0.53328 -0.2163
N -1.01634 1.46019 -0.88242 -0.8337
H 0.01038 0.21285 1.30889 0.2109
H -0.37236 1.53307 2.50211 0.2104
H 0.83870 1.71005 1.32240 0.2036
H -1.51317 2.72696 0.73106 0.1752
H -2.16039 1.03979 0.82750 0.1797
H -0.04395 1.17972 -1.00334 0.3518
H -0.96607 2.36225 -1.34354 0.3505
```

Values from the calculation:
Multiplicity ... 1
Energy relative to the best compared isomer or geometry (same formula, charge and spin) ... 226.7 kJ/mol
Molecular weight ... 89.1 g mol⁻¹
E_HOMO ... -9.3 eV
E_tot ... -288.930664 hartree



[5]
This record from OMol25 describes C12H9ClNO2ReSSbSe4 as an isolated structure. The level of theory is ωB97M-V/def2-TZVPD.

Geometry as XYZ:
```
32
Properties=species:S:1:pos:R:3:nbo_charge:R:1
Re -0.69110 -0.37994 -0.11055 0.6146
Se -3.97572 -0.12634 -3.47627 -0.0526
Sb -4.12226 -1.60249 -1.75673 0.9820
Se -1.05813 -2.21638 -1.31500 0.2533
Se -2.58861 0.05223 0.93174 0.3530
Se -5.14674 -3.18101 -0.48356 -0.0674
S 0.81927 -0.95560 1.52412 0.1687
C 0.26984 -2.20643 2.64306 0.0761
N 1.21384 -2.50662 3.57276 -0.4357
C 1.04741 -3.42723 4.53265 0.1320
C -0.13926 -4.12513 4.61346 -0.2069
C -1.12858 -3.84926 3.68269 -0.0606
C -0.92787 -2.88910 2.69038 -0.2382
H 2.10130 -2.01167 3.54535 0.4602
H 1.87938 -3.57167 5.20866 0.2742
H -0.27453 -4.86420 5.38992 0.2875
H -2.06964 -4.38242 3.72243 0.2668
H -1.70235 -2.68362 1.96755 0.2420
Cl 2.60209 5.86017 -4.50536 0.1918
C 1.92319 4.60105 -3.61295 0.0748
C 0.58646 4.23094 -3.85773 -0.2401
C 0.03686 3.20674 -3.14176 -0.0701
C 0.81227 2.53647 -2.16051 -0.2513
C 2.15521 2.92540 -1.91974 -0.0763
C 2.70473 3.94568 -2.64257 -0.2269
C 0.25725 1.48601 -1.43081 0.7672
O 0.87161 0.80238 -0.48157 -0.6358
O -0.95433 0.99350 -1.55120 -0.6051
H 0.01936 4.76433 -4.60731 0.2678
H -0.98837 2.90713 -3.31457 0.2377
H 2.74049 2.40834 -1.17151 0.2486
H 3.72694 4.25873 -2.48507 0.2686
```

Values from the calculation:
Multiplicity ... 1
Molecular weight ... 890.5 g mol⁻¹
E_HOMO (spin up / spin down) ... -16.9 / -16.9 eV
Total charge ... +3
E_tot ... -11449.531890 hartree



[6]
This record from OMol25 describes a 2-piece molecular cluster, C4H12 overall. The level of theory is ωB97M-V/def2-TZVPD.

Geometry as XYZ:
```
16
Properties=species:S:1:pos:R:3:nbo_charge:R:1
C -1.32087 -1.49059 -0.27678 -0.5925
C -2.23120 -1.97106 0.91495 -0.6039
H -0.64289 -2.35160 -0.41197 0.1975
H -1.75603 -1.29167 -1.23286 0.1996
H -0.68910 -0.55483 0.00630 0.1886
H -2.47775 -2.92413 0.56110 0.2028
H -1.46032 -1.95790 1.64402 0.2057
H -3.04618 -1.35456 1.18190 0.2027
C 2.19383 1.41202 0.28923 -0.6323
C 1.29041 2.04424 -0.92568 -0.6089
H 1.77819 1.88543 1.24452 0.2044
H 2.03682 0.22676 0.25621 0.2120
H 3.32044 1.73276 0.33097 0.2116
H 1.88067 2.17904 -1.83947 0.2073
H 1.16799 3.02593 -0.78556 0.1950
H 0.29510 1.41710 -0.96541 0.2105
```

Values from the calculation:
Multiplicity ... 1
Energy relative to the best compared isomer or geometry (same formula, charge and spin) ... 158.9 kJ/mol
Molecular weight ... 60.1 g mol⁻¹
E_HOMO ... -11.6 eV
E_tot ... -159.524462 hartree